{"formula": "C4H15N3O", "method": "ωB97M-V/def2-TZVPD", "symbols": ["N", "C", "C", "N", "C", "C", "N", "H", "H", "H", "H", "H", "H", "H", "H", "H", "H", "H", "H", "H", "H", "H", "O"], "xyz": [[0.44761, -2.30752, 1.14725], [0.07369, -2.17872, -0.24476], [-0.79387, -0.97822, -0.63610], [-0.08421, 0.11032, -1.32706], [-0.36465, 1.44525, -0.84266], [0.71615, 2.46594, -1.10705], [1.97161, 2.24299, -0.35363], [1.38547, -1.98133, 1.29789], [-0.26881, -2.16740, 1.84706], [-0.60309, -3.02753, -0.48078], [0.98757, -2.30662, -0.84280], [-1.60171, -1.36337, -1.27262], [-1.30846, -0.55446, 0.22210], [0.88048, -0.08767, -1.49934], [-1.26655, 1.78959, -1.34646], [-0.46045, 1.42768, 0.26410], [1.01669, 2.40070, -2.16042], [0.28107, 3.47445, -0.97521], [1.67131, 2.37254, 0.61266], [2.71534, 2.90063, -0.55121], [-1.39362, -0.04790, 2.93141], [-2.62059, -0.61182, 2.34474], [-1.69564, -0.89975, 2.53433]], "lowdin_charge": [-0.035, -0.303, -0.264, -0.083, -0.314, -0.322, -0.023, 0.036, 0.002, 0.088, 0.102, 0.085, 0.058, 0.077, 0.095, 0.077, 0.097, 0.094, 0.040, 0.044, -0.067, -0.060, -0.423], "e_homo_ha": [0.03006, -0.17512], "charge": -1, "e_lumo_ev": [3.556, 3.481], "multiplicity": 2, "homo_lumo_gap_ev": [2.7, 8.2], "energy_ev": -10907.1603}